Molecular formula: C48H49Br2N2O2
Method: DFT, ωB97M-V/def2-TZVPD

```
103
Properties=species:S:1:pos:R:3:lowdin_charge:R:1
C 6.17031 0.78958 -2.83790 -0.0150
C 5.03417 1.55909 -3.43614 -0.4127
N 5.11993 2.48080 -4.29767 0.1707
C 3.63205 1.21508 -2.94318 -0.0610
C 2.81714 2.45966 -2.73927 -0.1120
C 3.28028 3.42530 -1.87398 0.0358
N 2.59789 4.56110 -1.68918 0.1261
C 1.45555 4.84494 -2.33099 -0.0015
C 0.93838 3.92709 -3.19517 0.0600
C 1.61123 2.72458 -3.38886 -0.0045
C 1.02587 1.71760 -4.33954 -0.4431
O 0.93546 1.90523 -5.51188 0.2060
O 0.65954 0.59519 -3.66843 -0.0212
C -0.39717 -0.14299 -4.20528 -0.8013
Br 0.10533 -1.46155 -5.41849 0.8484
C -1.62067 0.11556 -3.76944 -0.7434
C -1.91813 1.20629 -2.78726 -0.0950
Br -3.09179 -0.87580 -4.37442 0.8038
H 6.05896 0.70752 -1.75792 0.0693
H 7.09698 1.32892 -3.02986 0.0865
H 6.27499 -0.19485 -3.29283 0.0927
H 6.08613 2.63209 -4.58354 0.0713
H 3.16768 0.58624 -3.69919 0.1306
H 3.67869 0.64766 -2.01348 0.1259
H 4.19565 3.30722 -1.31524 0.1528
H 2.96762 5.24068 -1.03754 0.1867
H 0.98761 5.79378 -2.12543 0.1497
H 0.02658 4.13349 -3.73357 0.1437
H -1.87139 2.19073 -3.25736 0.0861
H -2.92019 1.10034 -2.38594 0.0410
H -1.22143 1.19358 -1.95001 0.0912
C -6.76553 2.96468 -0.57972 -0.0914
C -7.13128 2.49470 0.67411 -0.0990
C -6.72198 1.23536 1.09097 -0.0882
C -5.94113 0.44713 0.25727 -0.0879
C -5.57312 0.91916 -0.99504 -0.1059
C -5.98679 2.17590 -1.41560 -0.0992
H -7.09093 3.94397 -0.90617 0.1025
H -7.74048 3.10744 1.32565 0.1023
H -7.01341 0.86755 2.06634 0.1018
H -5.61983 -0.53448 0.58329 0.0897
H -4.96273 0.30455 -1.64549 0.0725
H -5.70672 2.53937 -2.39692 0.0984
C 9.13962 -3.44532 -1.87266 -0.0946
C 7.84726 -2.96326 -1.72052 -0.1098
C 6.80993 -3.50118 -2.47009 -0.1110
C 7.06415 -4.52706 -3.36975 -0.0956
C 8.35601 -5.01100 -3.52060 -0.0893
C 9.39343 -4.46915 -2.77437 -0.0891
H 9.94805 -3.02514 -1.28872 0.1017
H 7.64772 -2.16732 -1.01296 0.0891
H 5.80127 -3.12419 -2.35035 0.0938
H 6.25587 -4.95134 -3.95094 0.1013
H 8.55444 -5.81262 -4.21959 0.1038
H 10.40039 -4.84612 -2.89489 0.1039
C -10.51559 1.59168 2.34146 -0.1023
C -11.26209 1.96887 3.44903 -0.0950
C -12.18917 2.99644 3.34315 -0.0950
C -12.37338 3.64287 2.12891 -0.0949
C -11.62824 3.26418 1.02067 -0.0946
C -10.69752 2.24023 1.12782 -0.1080
H -9.79212 0.79001 2.42273 0.0943
H -11.12301 1.46102 4.39462 0.1005
H -12.76931 3.29282 4.20723 0.1012
H -13.09909 4.44140 2.04614 0.1010
H -11.77358 3.76699 0.07325 0.1002
H -10.11302 1.94619 0.26518 0.0964
C 3.05262 -1.23972 2.12947 -0.0807
C 2.35812 -0.11184 1.71361 -0.0854
C 3.04765 0.96128 1.16686 -0.1130
C 4.42927 0.90092 1.03367 -0.1240
C 5.12386 -0.22701 1.44681 -0.1009
C 4.43332 -1.29679 1.99834 -0.0908
H 2.51670 -2.07484 2.56054 0.1090
H 1.28207 -0.06884 1.81921 0.1047
H 2.50554 1.84544 0.85024 0.0886
H 4.96902 1.74104 0.60861 0.0872
H 6.20069 -0.27170 1.34568 0.1061
H 4.97286 -2.17299 2.33209 0.1133
C -5.44531 -5.59718 1.48397 -0.0922
C -6.48339 -4.80303 1.01722 -0.0913
C -6.21311 -3.72692 0.18360 -0.0989
C -4.90455 -3.44972 -0.18687 -0.1090
C -3.86620 -4.24473 0.27799 -0.1001
C -4.13664 -5.31750 1.11573 -0.0963
H -5.65642 -6.43551 2.13472 0.1025
H -7.50365 -5.02337 1.30249 0.1027
H -7.02210 -3.10466 -0.17778 0.1013
H -4.69436 -2.61255 -0.84193 0.0887
H -2.84601 -4.02942 -0.01360 0.0969
H -3.32789 -5.93704 1.48084 0.1004
C 4.68193 -1.10420 5.91888 -0.0972
C 5.22657 -1.62764 7.08308 -0.0924
C 6.43734 -1.14521 7.56031 -0.0916
C 7.10115 -0.13615 6.87668 -0.0938
C 6.55532 0.38870 5.71348 -0.0961
C 5.34707 -0.09732 5.23345 -0.1033
H 3.73770 -1.48066 5.54537 0.0962
H 4.70730 -2.41099 7.61951 0.1020
H 6.86378 -1.55580 8.46602 0.1029
H 8.04358 0.24132 7.25136 0.1018
H 7.07276 1.17694 5.18130 0.0981
H 4.92202 0.30923 4.32461 0.0832
```

E_HOMO, Ha: -0.38387
E_tot, Eh: -7266.211142
Gap between HOMO and LUMO, eV: 6.045
Strongest force on any atom, eV Å⁻¹: 0.6
Total charge: +1

---

Molecular formula: C48H49F7N2O2
Method: DFT, ωB97M-V/def2-TZVPD

```
108
Properties=species:S:1:pos:R:3:lowdin_charge:R:1
F 2.30246 0.35507 1.47576 0.0195
C 2.17053 -0.89957 1.99573 -0.2277
C 3.07335 -1.85240 1.45479 -0.0090
C 2.95467 -3.14644 1.86867 -0.0746
C 1.95895 -3.45665 2.81112 -0.0947
C 0.98553 -2.55885 3.25737 -0.0970
C 1.09966 -1.23694 2.83522 -0.0100
H 3.82496 -1.56068 0.72467 0.1113
H 3.64221 -3.87499 1.45857 0.1096
H 1.85285 -4.45322 3.11883 0.0805
H 0.24016 -2.94455 3.93243 0.1009
H 0.45388 -0.44856 3.14583 0.1042
F -5.88932 -3.70383 3.76756 0.0167
C -5.47763 -4.88494 3.13213 -0.2676
C -6.20974 -5.30767 2.04606 -0.0274
C -5.84711 -6.51170 1.44649 -0.0791
C -4.76029 -7.21794 1.88825 -0.1160
C -4.07077 -6.81430 2.99560 -0.0903
C -4.43453 -5.62361 3.63798 -0.0225
H -7.03304 -4.73860 1.71546 0.1089
H -6.37683 -6.79481 0.53137 0.1157
H -4.60779 -8.27433 1.52439 0.1291
H -3.24846 -7.44554 3.31597 0.1111
H -3.77031 -5.19341 4.39817 0.1272
F -3.71061 6.68678 2.54686 0.0357
C -3.26462 5.73421 3.42496 -0.2476
C -1.94805 5.28480 3.24664 -0.0363
C -1.41238 4.38705 4.16300 -0.1012
C -2.17129 3.83111 5.18529 -0.0969
C -3.43507 4.33814 5.39181 -0.0853
C -3.99169 5.30722 4.54187 -0.0088
H -1.39147 5.65444 2.38633 0.1046
H -0.34229 4.12529 4.00598 0.1215
H -1.66838 3.14007 5.84915 0.1041
H -4.07924 3.91219 6.13297 0.0988
H -4.95678 5.74108 4.73857 0.1099
F 6.18890 -1.39998 -1.05722 0.0198
C 6.61397 -1.65371 -2.33982 -0.2685
C 6.72690 -2.95400 -2.75282 -0.0117
C 6.84963 -3.18962 -4.17026 -0.1214
C 7.00079 -2.15458 -5.00397 -0.1316
C 6.99323 -0.81101 -4.49016 -0.0656
C 6.67528 -0.52779 -3.17274 -0.0052
H 6.61945 -3.85855 -2.10654 0.1274
H 6.86761 -4.19962 -4.66037 0.1217
H 7.28544 -2.34314 -6.04324 0.1036
H 7.22943 0.01209 -5.21936 0.1184
H 6.49180 0.46208 -2.86420 0.0866
F 1.40693 8.13333 -2.46512 0.0056
C 0.52431 7.30754 -1.74916 -0.2220
C 0.70570 5.94720 -1.68498 -0.0129
C -0.26644 5.18810 -1.01035 -0.0683
C -1.35195 5.82698 -0.45749 -0.0904
C -1.49250 7.21913 -0.57528 -0.1004
C -0.60304 7.96005 -1.22869 -0.0337
H 1.63470 5.59758 -2.10379 0.1147
H -0.07513 4.15135 -0.85949 0.0857
H -2.13437 5.24811 0.06012 0.1025
H -2.30338 7.74710 -0.12197 0.1038
H -0.73842 9.03104 -1.28075 0.1222
F 2.72487 -4.02299 -2.52718 0.0509
C 2.17952 -3.02099 -3.25462 -0.2826
C 0.84986 -2.72101 -3.12480 -0.0032
C 0.30243 -1.60910 -3.84585 -0.0728
C 1.07602 -0.84760 -4.70760 -0.1118
C 2.43824 -1.15113 -4.84960 -0.0737
C 2.98301 -2.20295 -4.07500 -0.0127
H 0.17881 -3.25315 -2.45168 0.1048
H -0.76526 -1.34287 -3.76559 0.1049
H 0.62135 -0.09009 -5.29292 0.0875
H 3.08331 -0.67914 -5.57776 0.1016
H 3.99829 -2.56193 -4.28609 0.1022
F -0.19871 1.72926 0.93810 0.0563
C -1.42408 1.63135 0.43454 -0.3103
C -2.46645 2.17774 1.13241 -0.0179
C -3.71153 1.91209 0.60120 -0.0632
C -3.91248 1.11134 -0.57955 -0.0624
C -2.76805 0.53431 -1.17722 -0.1070
C -1.54407 0.89423 -0.72969 -0.0244
H -2.24567 2.86682 1.94351 0.1006
H -4.56180 2.33760 1.09552 0.0945
H -4.92242 0.97466 -0.89477 0.0885
H -2.85166 -0.08903 -2.09122 0.1188
H -0.62884 0.56442 -1.21386 0.1190
C 3.97376 3.94430 0.04354 -0.0976
N 3.22057 2.86263 -0.52180 -0.0098
C 3.83932 1.93219 -1.28749 -0.5436
C 2.93420 0.75014 -1.64609 0.0100
O 4.94370 2.12143 -1.75575 0.0430
H 4.66316 4.31002 -0.72075 0.0799
H 4.61900 3.74822 0.95497 0.1041
H 3.26474 4.74672 0.25053 0.0705
H 2.39500 2.49774 0.02696 0.1373
H 2.14669 0.54727 -0.87779 0.0663
H 3.55494 -0.17670 -1.71689 0.0832
H 2.48878 0.89816 -2.60801 0.0630
C -4.65067 -2.44175 -0.46699 -0.0597
N -3.78957 -3.13117 0.48526 0.0099
C -2.42991 -3.20187 0.33785 -0.5482
C -1.63467 -3.78243 1.43406 0.0113
O -1.92605 -2.68697 -0.65027 0.0286
H -4.98337 -3.12874 -1.30032 0.1037
H -4.15192 -1.52228 -0.85460 0.0565
H -5.46205 -2.17457 0.15180 0.0619
H -4.21477 -3.71303 1.21504 0.1056
H -1.61502 -3.02648 2.22941 0.0946
H -0.71159 -4.17250 1.08539 0.0787
H -2.21930 -4.63571 1.75744 0.0655
```

ΔE to the lowest compared entry with this formula, charge and spin, kcal/mol: 0.5
E_HOMO, Ha: -0.33358
E_tot, Eh: -2817.463436
Gap between HOMO and LUMO, eV: 9.524
Strongest force on any atom, eV Å⁻¹: 3.0
SMILES string: Fc1ccccc1.Fc1ccccc1.Fc1ccccc1.Fc1ccccc1.Fc1ccccc1.Fc1ccccc1.Fc1ccccc1.CNC(C)=O.CNC(C)=O